ORCA calculation (the ωB97M-V functional and the def2-TZVPD basis) on a molecular structure, C29H22CrN2O3 at a distorted geometry.

Geometry as XYZ:
```
57
Properties=species:S:1:pos:R:3
C 0.06 -2.23 -1.80
C -1.25 -1.61 -1.54
N -2.38 -2.27 -1.73
C -3.40 -1.48 -1.31
C -4.82 -1.85 -1.48
C -2.87 -0.31 -0.78
N -1.52 -0.33 -1.03
H 0.81 -1.51 -2.11
H 0.41 -2.75 -0.91
H -0.08 -2.97 -2.60
H -5.45 -0.95 -1.55
H -4.93 -2.44 -2.40
H -5.18 -2.46 -0.64
H -3.39 0.54 -0.35
O 0.52 -3.81 3.27
C 1.23 -2.89 3.27
Cr 2.53 -1.53 3.10
C 2.56 -2.00 1.28
O 2.59 -2.39 0.18
C 3.85 -2.92 3.15
O 4.53 -3.86 3.00
C 3.30 -0.49 4.82
C 1.90 -0.49 4.92
C 1.12 -0.07 3.84
C 1.71 0.33 2.62
C 0.90 0.38 1.39
C 0.15 0.41 0.43
C -0.59 0.74 -0.81
C 0.35 0.77 -2.00
C 1.74 0.77 -1.78
C 2.61 0.60 -2.87
C 2.10 0.55 -4.16
C 0.72 0.64 -4.39
C -0.16 0.66 -3.30
C -1.42 2.01 -0.69
C -1.56 2.65 0.56
C -2.59 3.59 0.75
C -3.47 3.89 -0.30
C -3.25 3.34 -1.57
C -2.18 2.47 -1.78
C 3.12 0.45 2.59
C 3.91 0.04 3.66
H 3.91 -0.88 5.63
H 1.42 -0.87 5.82
H 0.03 -0.11 3.88
H 2.12 0.84 -0.76
H 3.67 0.51 -2.66
H 2.78 0.44 -5.01
H 0.30 0.66 -5.39
H -1.24 0.58 -3.49
H -0.88 2.40 1.37
H -2.71 4.05 1.73
H -4.33 4.53 -0.12
H -3.91 3.59 -2.41
H -1.95 2.16 -2.79
H 3.58 0.82 1.67
H 4.99 0.07 3.59
```

Summary:
LUMO level (spin up / spin down)	-2.39 / -6.39	eV
max |F|	4.520	eV Å⁻¹
⟨S²⟩	3.78
multiplicity	4
highest occupied orbital energy (spin up / spin down)	-7.21 / -11.08	eV
Kohn-Sham gap (spin up / spin down)	4.823 / 4.690	eV
energy relative to the best compared isomer or geometry (same formula, charge and spin)	0.832	eV
charge	+1